1.
23
Properties=species:S:1:pos:R:3:lowdin_spin:R:1 method="wB97M-V/def2-TZVPD" charge=+1 lumo_energy_ha="-0.096 / -0.263" s_squared=2.00 spin_multiplicity=3
C 0.7505 -1.5126 -0.6442 0.033
C 0.9690 -1.0541 0.8325 0.011
C 0.1908 -0.6182 -1.7647 0.106
C -0.4790 0.8637 0.4636 0.265
C 0.1795 0.2232 2.7453 0.017
C -1.1105 1.5959 -2.1134 0.184
N -0.1699 -0.2601 1.3436 0.067
P -1.3631 0.1042 -1.0776 1.131
H 1.6888 -2.0764 -0.9034 0.004
H 0.0929 -2.4486 -0.4862 0.013
H 1.2092 -1.9671 1.2303 0.002
H 1.8583 -0.2985 0.9163 0.001
H 0.9363 -0.0308 -2.1340 0.012
H -0.2115 -1.0996 -2.6428 0.017
H -1.2809 1.6347 0.8374 0.004
H 0.3032 1.4286 0.1395 0.021
H 0.9741 0.7990 2.5803 0.004
H -0.7216 0.6420 3.0499 0.004
H 0.4035 -0.7647 3.3634 0.006
H -1.8291 2.3397 -1.9529 0.003
H -1.4460 1.4531 -3.1690 0.005
H -0.0741 2.0731 -2.0986 0.034
H -0.8705 -1.0266 1.4847 0.055


2.
51
Properties=species:S:1:pos:R:3:mulliken_charge:R:1 method="wB97M-V/def2-TZVPD" lumo_energy_ha=-0.034
Zn -8.0242 -7.7607 -11.4067 0.107
O -8.6458 -13.1884 -15.6713 -0.696
C -8.3535 -12.0839 -16.1114 0.395
O -8.1691 -11.5483 -17.2108 -0.711
C -8.1913 -11.0198 -14.9507 -0.184
C -8.0387 -9.6778 -15.2871 -0.497
C -8.0240 -8.7355 -14.2611 0.308
N -7.9435 -9.1753 -12.9862 0.161
C -8.0937 -10.4627 -12.6769 0.687
C -8.3017 -11.4617 -13.6320 -0.663
C -7.9544 -10.7435 -11.1898 0.661
C -7.8675 -12.0592 -10.7436 -0.747
C -7.8359 -12.3479 -9.3928 -0.467
C -7.7939 -11.2784 -8.5357 -0.969
C -7.8655 -9.9744 -9.0615 -0.350
N -7.9839 -9.7089 -10.3629 0.234
C -7.9376 -7.2351 -14.3784 -0.197
C -8.0071 -6.4337 -15.5088 -0.354
C -7.9110 -5.0779 -15.4974 -0.634
C -7.7651 -4.5359 -14.2698 -0.823
C -7.6418 -5.2938 -13.1677 0.274
N -7.7754 -6.6229 -13.1648 0.529
H -7.8658 -9.4572 -16.3112 0.609
H -8.5801 -12.5403 -13.4668 0.418
H -7.8735 -12.9172 -11.4903 0.208
H -7.8444 -13.3339 -9.0964 0.555
H -7.5621 -11.3634 -7.4643 0.344
H -7.8696 -9.1672 -8.4314 0.737
H -8.0350 -6.9701 -16.4666 0.355
H -8.0700 -4.6053 -16.4464 0.461
H -7.5336 -3.4344 -14.2114 0.316
H -7.4276 -4.8440 -12.2061 0.176
B -9.4366 -6.4997 -8.7221 0.158
N -8.0524 -5.8722 -9.1617 0.028
C -7.5927 -4.6073 -9.0602 -0.022
C -6.4153 -4.4407 -9.7399 -0.916
C -6.2028 -5.7393 -10.3031 -0.291
N -7.1824 -6.5214 -9.9388 -0.200
N -10.4010 -6.6262 -10.0148 0.262
C -11.6874 -6.4291 -10.1313 -0.028
C -12.1291 -6.7217 -11.4067 -1.090
C -10.9558 -7.0580 -12.0984 -0.070
N -9.9744 -7.0871 -11.2118 -0.064
H -9.2168 -7.6129 -8.4214 -0.234
H -9.9778 -5.7870 -7.9563 -0.108
H -8.1967 -3.9398 -8.4394 0.436
H -5.8129 -3.5074 -9.6788 0.378
H -5.3080 -6.2724 -10.7832 0.356
H -12.2913 -6.1421 -9.2430 0.386
H -13.1429 -6.7079 -11.8342 0.352
H -10.7304 -7.3838 -13.1149 0.423


3.
14
Properties=species:S:1:pos:R:3:mulliken_charge:R:1 method="wB97M-V/def2-TZVPD" lumo_energy_ha=0.039
C -0.4507 1.7673 -2.6502 0.111
C -0.4316 1.2536 -1.5509 -0.758
C -0.2064 0.7411 -0.1815 -0.486
C 0.0222 -0.7955 -0.2600 -0.415
C 0.3721 -1.3616 1.0351 -0.197
C 0.4192 -0.5584 2.0753 -0.749
H -0.5337 2.3661 -3.5964 0.386
H 0.6906 1.3506 0.2823 0.266
H -1.0791 0.7243 0.4105 0.371
H -0.9376 -1.2967 -0.4893 0.263
H 0.6623 -1.0857 -1.0894 0.381
H 0.5719 -2.4328 1.0733 0.325
H 0.3309 0.4727 1.9236 0.287
H 0.5700 -1.1450 3.0176 0.215


4.
43
Properties=species:S:1:pos:R:3:lowdin_spin:R:1 method="wB97M-V/def2-TZVPD" charge=+3 lumo_energy_ha="-0.405 / -0.504" s_squared=6.03 spin_multiplicity=5
Ir 0.9020 0.0458 -0.1621 1.974
S -0.0954 2.1416 -0.3613 0.295
S -0.0942 -2.1384 -0.2775 0.272
C -2.0028 2.1607 -0.3488 0.052
C 0.0169 2.3505 -2.1569 0.020
C -0.5733 1.1559 -2.8799 0.017
N 0.0004 -0.0710 -2.2966 0.207
C -0.5566 -1.3282 -2.8396 0.021
C 0.0616 -2.4638 -2.0529 0.019
H 1.0811 2.4869 -2.3593 0.001
H -0.5022 3.2806 -2.3918 0.006
H -0.3129 1.2347 -3.9475 0.002
H -1.6638 1.1313 -2.8132 0.004
H -0.2852 -1.4306 -3.9072 0.003
H -1.6517 -1.3187 -2.7878 0.004
H 1.1278 -2.5580 -2.2539 0.000
H -0.4125 -3.4193 -2.2633 0.006
C -1.9560 -2.2634 -0.2474 0.051
H 0.9852 -0.0652 -2.6905 0.036
H -2.4532 -1.2890 -0.3033 0.005
H -2.2703 -2.7819 0.6696 0.003
H -2.2676 -2.8822 -1.0979 0.005
H -2.3474 2.7051 0.5434 0.002
H -2.4313 1.1503 -0.3741 0.004
H -2.3358 2.7165 -1.2338 0.004
C 2.5670 0.1972 -2.1449 0.539
C 2.8387 0.2950 -0.7221 0.106
H 2.6390 1.1186 -2.7387 0.020
H 2.8457 -0.7540 -2.6202 0.019
H 3.2110 1.2690 -0.3766 0.019
H 3.5177 -0.4919 -0.3665 0.016
N -0.6513 0.1504 1.6485 0.194
C -0.0464 0.5571 2.9608 0.011
C 1.2978 -0.0739 3.0937 0.004
N 1.9917 -0.0725 1.7565 0.038
H -1.4173 0.8033 1.4567 0.004
H -1.1286 -0.7471 1.7716 0.003
H 0.0519 1.6468 2.9865 0.000
H -0.6999 0.2552 3.7885 0.006
H 1.9150 0.4945 3.7865 0.000
H 1.2694 -1.0888 3.4975 0.000
H 2.6826 0.6842 1.7531 0.004
H 2.5787 -0.9040 1.7310 0.006


Result set for relative energy (zero: lowest compared OMol25 entry of this formula, charge and spin): 55.6; 27.3; 58.0; 13.6 kcal/mol, one per record in the order listed.